No. 1
# C64H45HfN9O2Se

C64H45HfN9O2Se as an isolated structure at a distorted geometry (the ωB97M-V functional and the def2-TZVPD basis, the OMol25 dataset).

Energy above the lowest of the compared OMol25 structures with the same formula, charge and spin, kcal per mole: 42.6
Kohn-Sham gap, eV: 5.4
E_HOMO, eV: -6.768

```
! wB97M-V def2-TZVPD RIJCOSX def2/J DEFGRID3
* xyz 0 1
Hf 0.20 -0.35 -0.26
Se -1.11 -2.59 0.84
O -2.00 -0.12 -0.62
O 0.12 3.55 0.86
N -5.71 -2.26 1.81
N -2.44 1.61 2.76
N -0.08 0.28 -2.48
N 1.76 1.37 -0.58
N 0.56 -2.15 -1.59
N 2.18 -1.09 0.48
N 0.01 -0.08 2.70
N -3.00 1.90 -1.02
N -0.91 1.68 0.05
C -5.00 -2.12 -4.23
C -1.79 3.86 -0.48
C -1.27 1.97 3.29
C -3.20 3.87 3.01
C 1.26 -3.29 -1.29
C 0.18 1.47 -3.11
C 4.03 -5.12 -0.22
C 1.30 3.62 -3.57
C -1.04 -0.35 -3.22
C 2.42 3.61 -4.41
C -1.98 1.14 -0.52
C -0.77 3.06 0.19
C 0.67 -1.14 3.19
C 1.77 2.40 -1.48
C -3.38 2.55 2.64
C 1.07 2.45 -2.68
C -1.43 -1.68 -2.98
C -0.31 -3.92 -2.77
C 2.34 -7.04 0.84
C 3.02 0.97 1.49
C 2.70 -4.80 0.03
C -1.97 4.24 3.53
C 3.10 2.57 3.38
C -4.90 -1.23 2.02
C 3.44 -2.57 1.71
C 3.77 1.62 2.60
C 2.55 -2.41 0.60
C 0.78 -4.38 -2.10
C 3.75 3.19 4.44
C -4.18 1.26 -1.61
C 3.67 -7.35 0.59
C 5.10 1.34 2.87
C -0.61 1.58 -4.30
C -5.41 -3.23 -3.50
C 5.75 1.96 3.93
C -0.45 -2.53 -2.43
C -2.86 3.27 -1.03
C -0.99 3.27 3.69
C 3.63 -1.34 2.25
C -1.40 0.47 -4.35
C 0.45 4.72 -3.59
C -5.15 -3.38 1.37
C -0.32 0.86 3.61
C 4.51 -6.39 0.06
C -3.79 -3.51 1.09
C 1.83 5.77 -5.26
C 0.06 0.79 4.94
C 0.78 -0.30 5.40
C -2.96 -2.41 1.28
C -3.53 -1.25 1.79
C 2.17 -3.44 -0.25
C 2.61 3.47 -1.02
C -2.77 -2.23 -3.25
C -3.22 -3.34 -2.51
C 1.85 -5.78 0.56
C 2.68 4.67 -5.25
C 3.07 3.11 0.20
C 0.72 5.79 -4.43
C -3.71 -1.62 -4.10
C -4.50 -3.83 -2.64
C 5.07 2.88 4.73
C 2.90 -0.41 1.45
C 2.56 1.78 0.45
C 1.07 -1.30 4.50
H 0.82 -5.51 0.76
H 2.04 6.61 -5.92
H -2.05 0.20 -5.16
H -4.03 0.19 -1.60
H -4.33 2.22 2.23
H -4.81 -4.67 -2.04
H 3.55 4.65 -5.90
H 0.05 6.65 -4.44
H 4.23 -1.08 3.12
H 1.07 -0.37 6.44
H 2.79 4.39 -1.55
H 6.79 1.74 4.13
H -0.56 2.38 -5.01
H 2.08 2.82 3.13
H -5.70 -1.62 -4.89
H 3.87 -3.50 2.04
H -3.38 -4.44 0.72
H -5.37 -0.33 2.40
H 3.22 3.91 5.05
H -5.81 -4.23 1.23
H -0.92 -4.44 -3.48
H -2.57 -3.77 -1.77
H -3.46 -0.75 -4.67
H 5.55 -6.63 -0.14
H -5.07 1.50 -1.04
H -1.68 4.94 -0.46
H -0.25 1.57 5.62
H 4.05 -8.35 0.81
H -3.67 3.81 -1.50
H 5.58 3.35 5.56
H -4.30 1.59 -2.64
H 1.21 -5.37 -2.14
H 3.08 2.75 -4.39
H 4.69 -4.36 -0.63
H -2.92 -0.39 2.04
H 5.64 0.65 2.24
H -0.41 4.74 -2.94
H -6.42 -3.59 -3.58
H 1.68 -7.79 1.27
H 1.60 -2.20 4.79
H 0.89 -1.93 2.50
H 3.71 3.66 0.86
H -3.99 4.60 2.89
H -0.03 3.52 4.11
H -1.77 5.27 3.81
*
```

No. 2
# CH12NO4

A 5-piece molecular cluster, CH12NO4 overall at a distorted geometry (the ωB97M-V functional and the def2-TZVPD basis, the OMol25 dataset).

Energy above the lowest of the compared OMol25 structures with the same formula, charge and spin, kcal per mole: 23.0
Kohn-Sham gap, eV: 9.3
E_HOMO, eV: -13.778

```
! wB97M-V def2-TZVPD RIJCOSX def2/J DEFGRID3
* xyz 1 1
O -2.65 0.24 5.39
O -1.71 -0.13 -3.15
O -0.84 0.77 1.45
O 3.67 -1.09 -1.41
N 0.70 -0.14 -0.97
C 0.59 0.60 -1.99
H 1.52 -0.66 -0.66
H -1.80 0.63 5.62
H -0.38 1.62 1.54
H 4.63 -1.08 -1.39
H -2.19 -0.80 -2.65
H 1.49 0.86 -2.55
H -3.03 -0.03 6.23
H -0.26 1.24 -2.17
H -0.19 -0.27 -0.48
H -1.28 0.65 2.30
H -1.84 -0.42 -4.06
H 3.57 -1.99 -1.05
*
```

No. 3
# C19H17N7O

C19H17N7O in the gas phase at a distorted geometry (the ωB97M-V functional and the def2-TZVPD basis, the OMol25 dataset).

Energy above the lowest of the compared OMol25 structures with the same formula, charge and spin, kcal per mole: 0.0
Kohn-Sham gap, eV: 7.7
SMILES: Cn1nc(Nc2cc(-c3cnc4cc[nH]c4c3)cn3ccnc23)cc1CO
E_HOMO, eV: -7.413

```
! wB97M-V def2-TZVPD RIJCOSX def2/J DEFGRID3
* xyz 0 1
O -1.55 -5.41 2.83
N 2.23 1.24 1.95
N -3.10 0.16 -3.46
N -3.45 -4.26 0.58
N -2.93 -1.27 -1.01
N -3.88 -3.15 -0.11
N 4.88 2.09 -0.17
N -1.31 1.40 -2.93
C 3.38 1.56 1.42
C -1.94 -0.38 -1.38
C -4.34 -5.34 0.97
C -2.95 1.16 -4.39
C 1.17 1.17 1.22
C -0.22 1.82 -2.13
C -1.85 1.94 -4.09
C 4.69 1.58 2.01
C -2.06 -4.26 0.78
C 5.60 1.91 1.03
C 1.18 1.40 -0.16
C 2.38 1.80 -0.77
C 3.53 1.85 0.05
C -0.90 0.03 -0.57
C -2.15 0.35 -2.60
C 0.01 1.12 -0.95
C -1.27 -5.37 1.42
C -2.80 -2.44 -0.35
C -1.65 -3.09 0.21
H -3.83 -1.22 -1.53
H 0.24 0.93 1.71
H -0.75 -0.51 0.36
H 4.90 1.41 3.05
H -1.47 2.77 -4.64
H -0.19 -5.20 1.28
H 5.25 2.33 -1.07
H -5.01 -5.58 0.15
H 2.51 2.03 -1.84
H -1.65 -4.53 3.16
H -0.62 -2.81 0.08
H 6.69 1.96 1.13
H -3.78 -6.24 1.22
H 0.41 2.61 -2.50
H -1.49 -6.31 0.92
H -3.54 1.28 -5.29
H -4.92 -5.09 1.84
*
```

No. 4
# C35H69BrN7O7PS2

A 3-piece molecular cluster, C35H69BrN7O7PS2 overall at a distorted geometry (the ωB97M-V functional and the def2-TZVPD basis, the OMol25 dataset).

Kohn-Sham gap, eV: 7.7
SMILES: N=[PH2][C@@H](CCCO)O[C@@H](CCCCO)[C@@](Br)(CCSc1nnco1)N(CCCCS(=O)(=O)O)c1ccccn1.CCN(CC)CC.CCN(CC)CC
E_HOMO, eV: -8.071

```
! wB97M-V def2-TZVPD RIJCOSX def2/J DEFGRID3
* xyz 0 1
Br -2.64 -0.46 3.32
S -0.52 0.45 -0.78
S -4.34 1.43 7.42
P 1.95 -2.10 7.79
O 3.72 -0.04 4.28
O -2.34 -5.64 1.85
O 1.05 -0.76 5.46
O -0.02 -0.74 0.03
O -6.19 -0.63 7.41
O -2.02 0.51 -0.68
O -0.17 0.05 -2.39
N -2.27 2.81 3.48
N -0.53 1.27 4.31
N 0.94 -2.75 8.86
N 4.66 -0.67 -8.33
N -7.32 1.48 7.64
N -1.78 0.70 -7.25
N -8.25 0.45 7.63
C -1.30 -3.79 3.29
C -1.48 4.83 5.78
C 6.93 -1.30 -9.17
C 4.36 1.02 -10.22
C -0.66 1.62 -7.09
C -2.59 5.03 4.71
C 3.32 -1.14 -8.00
C 2.36 -1.39 -9.16
C -2.63 -1.36 -8.40
C 3.42 0.64 6.70
C -2.17 0.36 6.06
C -0.76 3.44 5.61
C -1.73 -3.40 4.79
C 4.75 0.71 -8.77
C -2.94 4.05 3.59
C 0.51 1.17 -6.23
C -1.43 -0.53 -7.96
C -1.27 0.08 4.74
C 5.45 -1.64 -9.08
C -6.09 0.78 7.51
C 3.57 1.11 5.15
C -2.64 0.54 -6.08
C 0.33 2.04 -0.34
C -0.30 2.75 0.99
C -1.27 2.55 4.45
C 0.65 2.49 2.29
C 0.28 1.15 3.09
C 1.05 -0.67 6.88
C -0.23 -1.13 4.87
C -0.71 -2.47 5.59
C -3.71 0.71 5.79
C -2.63 -4.43 2.60
C -7.60 -0.82 7.47
C -2.13 -0.35 -4.95
C 1.91 0.67 7.25
H -2.22 -0.56 6.77
H 3.98 -0.35 6.86
H -3.89 1.54 5.02
H -1.01 -2.91 2.63
H -3.79 4.33 2.86
H -2.96 -0.61 -4.28
H 3.27 1.04 -10.34
H -1.11 -2.36 6.65
H 2.81 -1.99 -9.95
H -1.71 1.18 6.74
H 0.41 -0.75 -2.40
H -1.38 0.14 -4.34
H 4.55 1.70 5.09
H 0.08 3.15 6.33
H -2.75 -5.47 0.96
H 3.42 -2.07 -7.43
H 1.99 -0.46 -9.59
H 0.85 0.16 -6.48
H 1.36 1.85 -6.38
H 5.37 -2.62 -8.58
H -3.04 -3.63 1.87
H -2.87 1.53 -5.66
H 0.15 2.75 -1.22
H 7.47 -2.12 -9.66
H 7.36 -1.16 -8.18
H 1.30 0.69 3.39
H -3.61 0.16 -6.41
H -3.17 -1.77 -7.54
H -8.04 -1.86 7.42
H 4.00 1.43 7.31
H -4.37 -0.22 5.63
H 1.69 2.29 1.82
H 3.08 -1.60 8.54
H -0.28 1.86 -8.09
H 4.73 2.01 -10.50
H -3.32 -0.76 -9.00
H 0.03 -1.45 3.79
H -1.71 -1.30 -5.32
H -0.12 0.42 2.29
H 0.27 1.19 -5.17
H 4.11 -0.80 4.76
H 1.48 -1.95 -8.79
H 0.80 3.43 2.93
H -0.75 -1.16 -7.36
H 2.37 -3.06 6.78
H -1.84 -4.39 5.37
H 5.78 1.06 -8.62
H -2.76 -2.90 4.83
H -1.22 5.58 6.60
H 4.78 0.31 -10.93
H -2.29 -2.20 -9.01
H 2.85 -0.44 -7.30
H -1.33 2.24 1.12
H 1.44 1.82 -0.24
H -0.88 -0.26 -8.87
H -1.04 2.58 -6.70
H 1.93 0.85 8.38
H 5.05 -1.78 -10.10
H 1.38 1.52 6.72
H -0.52 -4.62 3.31
H 0.04 -2.25 8.81
H 0.25 -3.12 5.70
H 7.11 -0.40 -9.76
H 2.68 1.77 4.87
H 0.05 -0.53 7.40
H -0.41 3.86 0.75
H -3.45 -4.56 3.40
H 4.16 1.35 -8.10
H -3.20 6.01 4.77
*
```

No. 5
# C3H13NO2S2

A 5-piece molecular cluster, C3H13NO2S2 overall at a distorted geometry (the ωB97M-V functional and the def2-TZVPD basis, the OMol25 dataset).

Energy above the lowest of the compared OMol25 structures with the same formula, charge and spin, kcal per mole: 182.6
Kohn-Sham gap (spin up / spin down), eV: 6.8 / 6.0
E_HOMO (spin up / spin down), eV: -13.651 / -13.272

```
! wB97M-V def2-TZVPD RIJCOSX def2/J DEFGRID3
* xyz 1 2
S -1.73 0.98 1.45
S -0.39 1.02 -2.31
O 3.22 -1.27 1.51
O 1.29 -3.05 1.26
N 1.29 -0.78 -0.50
C -2.18 1.48 -2.00
C -0.02 0.99 0.87
C 0.29 -0.47 0.47
H -1.57 -1.12 -0.28
H 0.48 -1.04 1.38
H -2.26 2.19 -1.12
H 1.22 -1.81 -0.79
H 0.10 1.81 0.13
H -0.79 -0.82 0.01
H 2.89 -0.69 0.80
H 2.53 -2.10 1.45
H 0.57 1.33 1.71
H -2.50 1.82 -3.00
H 1.37 -3.87 1.67
H -2.86 0.55 -1.66
H 1.21 -0.20 -1.35
*
```

No. 6
# C21H21N3O4

C21H21N3O4 in the gas phase at a distorted geometry (the ωB97M-V functional and the def2-TZVPD basis, the OMol25 dataset).

Energy above the lowest of the compared OMol25 structures with the same formula, charge and spin, kcal per mole: 75.3
Kohn-Sham gap, eV: 9.0
SMILES: Cc1ccc(-c2noc(CN(C(=O)c3ccc4c(c3)OCO4)C(C)C)n2)cc1
E_HOMO, eV: -8.283

```
! wB97M-V def2-TZVPD RIJCOSX def2/J DEFGRID3
* xyz 0 1
O -4.40 -2.17 -2.13
O 1.10 -3.72 -2.34
O -4.59 -2.62 0.13
O 1.18 -0.77 0.26
N 1.09 -1.46 -2.41
N 0.40 1.26 -0.02
N 1.22 -0.16 1.48
C 2.37 -0.79 -4.40
C 2.42 -1.41 -3.01
C 0.76 1.05 1.29
C 0.63 2.05 2.32
C 0.47 -0.21 -2.03
C -0.81 -2.62 -1.45
C -0.92 -2.92 -0.10
C 1.00 1.77 3.63
C 0.88 2.73 4.61
C 0.68 0.13 -0.59
C -5.30 -2.33 -1.05
C 3.42 -0.71 -2.10
C 0.38 4.00 4.30
C 0.55 -2.67 -2.10
C 0.01 4.27 2.99
C 0.23 5.03 5.37
C 0.13 3.31 2.00
C -1.94 -2.37 -2.24
C -2.16 -2.93 0.54
C -3.27 -2.66 -0.24
C -3.15 -2.39 -1.60
H -5.88 -1.40 -0.92
H 1.61 -1.27 -5.01
H 1.02 4.94 6.11
H -2.26 -3.15 1.59
H -0.16 3.52 0.99
H 1.39 0.79 3.86
H 3.19 0.35 -2.00
H -0.03 -3.13 0.47
H -0.72 4.90 5.88
H 0.86 0.60 -2.64
H 4.42 -0.80 -2.52
H -0.62 -0.26 -2.20
H 2.17 0.28 -4.36
H 0.25 6.04 4.95
H 2.71 -2.47 -3.10
H -1.86 -2.17 -3.29
H -0.38 5.25 2.74
H 3.42 -1.16 -1.11
H 3.33 -0.93 -4.89
H -6.00 -3.16 -1.27
H 1.17 2.51 5.62
*
```

No. 7
# C24H21

A 2-piece molecular cluster, C24H21 overall at a distorted geometry (the ωB97M-V functional and the def2-TZVPD basis, the OMol25 dataset).

Kohn-Sham gap, eV: 5.6
E_HOMO, eV: -11.609

```
! wB97M-V def2-TZVPD RIJCOSX def2/J DEFGRID3
* xyz 1 1
C 0.20 -2.22 -2.00
C 0.19 2.73 -1.92
C -1.78 1.97 0.01
C 1.82 -1.27 -3.59
C 1.49 0.03 -3.17
C 2.09 0.47 2.37
C 0.59 0.19 -2.13
C -3.41 -0.79 0.20
C -0.97 1.00 -0.59
C -1.58 3.32 -0.33
C -1.05 -0.44 -0.56
C 0.02 1.40 -1.56
C 2.47 1.92 2.60
C -0.59 3.70 -1.27
C 3.93 1.57 2.23
C -2.08 -1.25 0.06
C 3.52 0.10 1.99
C -4.06 -2.90 1.21
C -0.06 -0.94 -1.51
C 1.16 -2.38 -3.01
C -2.75 -3.37 1.06
C -1.77 -2.55 0.50
C -4.39 -1.61 0.76
C 0.95 -0.22 2.46
H 2.41 2.30 3.62
H -5.41 -1.24 0.86
H -3.69 0.17 -0.23
H -2.49 -4.36 1.41
H -0.01 0.25 2.71
H 4.26 2.07 1.32
H -0.44 4.76 -1.49
H -4.83 -3.52 1.67
H 2.02 2.66 1.92
H 1.96 0.91 -3.62
H -2.20 4.09 0.12
H 1.42 -3.39 -3.37
H 0.91 2.99 -2.69
H 3.69 -0.22 0.96
H 2.59 -1.43 -4.36
H 0.87 -1.28 2.22
H -2.59 1.68 0.68
H 4.07 -0.56 2.67
H -0.76 -2.93 0.40
H 4.62 1.70 3.06
H -0.36 -3.08 -1.64
*
```

No. 8
# C15H39BF3O4PS

A 4-piece molecular cluster, C15H39BF3O4PS overall at a distorted geometry (the ωB97M-V functional and the def2-TZVPD basis, the OMol25 dataset).

Kohn-Sham gap, eV: 9.1
SMILES: CCB(O)[PH2](CCCS)C(F)(F)F.CC(C)O.CC(C)O.CC(C)O
E_HOMO, eV: -8.632

```
! wB97M-V def2-TZVPD RIJCOSX def2/J DEFGRID3
* xyz 0 1
S -2.30 2.38 -3.52
P -0.96 -1.35 -1.03
F 0.41 -3.60 -0.09
F 1.73 -1.96 -0.46
F 0.48 -1.96 1.28
O 0.73 -0.25 -3.01
O 7.11 1.98 4.24
O -6.55 1.43 -3.95
O 3.69 -1.79 2.03
C 0.50 -2.26 -0.01
C 5.18 0.71 3.50
C 0.93 1.17 -0.98
C -8.93 1.34 -4.39
C 6.40 0.75 4.42
C -2.48 -0.65 -1.91
C 4.52 -2.91 2.33
C 3.67 -4.15 2.56
C 5.53 -3.12 1.22
C -2.94 0.70 -1.39
C 6.00 0.59 5.88
C -3.55 1.54 -2.52
C 0.40 1.48 0.43
C -7.84 1.68 -3.38
C -7.93 3.12 -2.92
B 0.32 -0.06 -1.74
H 4.64 -0.24 3.60
H 6.20 -3.96 1.44
H 1.23 1.51 1.12
H -3.29 -1.35 -1.76
H -7.81 3.80 -3.76
H 6.13 -2.22 1.07
H -1.60 2.97 -2.53
H 4.49 1.52 3.74
H -8.83 1.97 -5.28
H -9.92 1.50 -3.96
H -3.69 0.62 -0.61
H -0.27 0.72 0.82
H -1.12 -2.60 -1.70
H 5.48 0.82 2.46
H 0.74 2.02 -1.61
H 4.29 -5.01 2.82
H -0.13 2.42 0.45
H -1.53 -1.10 0.25
H -4.05 0.87 -3.20
H -2.13 1.30 -0.98
H -6.45 2.00 -4.71
H 5.04 -2.65 3.25
H -7.92 1.01 -2.52
H 5.34 1.40 6.19
H 3.10 -4.39 1.66
H -7.14 3.35 -2.20
H 6.88 0.62 6.52
H 5.02 -3.34 0.27
H 0.28 -1.00 -3.43
H 2.00 1.02 -0.96
H -8.90 3.33 -2.45
H -2.34 -0.60 -2.98
H 7.09 -0.04 4.14
H -8.84 0.30 -4.71
H 3.21 -2.00 1.21
H 2.95 -3.98 3.36
H 5.48 -0.36 6.05
H 6.51 2.70 4.48
H -4.27 2.26 -2.16
*
```